Entry 1:
DFT (wB97M-V/def2-TZVPD) results for C4HNO in the gas phase at a distorted geometry.

ORCA input file:
```
! RIJCOSX wB97M-V def2-TZVPD def2/J DEFGRID3
* xyz 0 1
C -1.153 1.511 0.214
C -0.247 0.718 0.188
C 0.818 -0.260 0.160
O 1.924 -0.085 0.614
C 0.451 -1.544 -0.473
N 0.161 -2.557 -0.951
H -1.955 2.218 0.249
*
```

Values from the calculation:
- energy relative to the best compared isomer or geometry (same formula, charge and spin) (kJ/mol) = 11.69
- SMILES = C#CC(=O)C#N
- frontier orbital gap (eV) = 10.34



Entry 2:
DFT (wB97M-V/def2-TZVPD) results for C4HNO2 in the gas phase at a distorted geometry.

ORCA input file:
```
! RIJCOSX wB97M-V def2-TZVPD def2/J DEFGRID3
* xyz 0 3
C -0.900 -0.108 0.018
C -0.619 1.228 0.019
C 0.077 -0.922 -0.864
C 1.226 -0.639 -0.052
N 0.085 -0.910 0.722
O -0.333 2.343 0.011
O 2.394 -0.550 0.090
H -1.931 -0.442 0.055
*
```

Values from the calculation:
- <S²> = 2.01
- energy relative to the best compared isomer or geometry (same formula, charge and spin) (kJ/mol) = 239.60
- frontier orbital gap (alpha / beta) (eV) = 7.16 / 8.98



Entry 3:
DFT (wB97M-V/def2-TZVPD) results for a 2-piece molecular cluster, C4HNO3 overall at a distorted geometry.

ORCA input file:
```
! RIJCOSX wB97M-V def2-TZVPD def2/J DEFGRID3
* xyz -2 1
C -3.520 -1.273 1.195
C -2.544 -1.997 1.039
C 1.241 -0.395 0.230
C 2.046 1.473 -1.261
N 1.156 0.432 -0.616
O 2.113 1.372 -2.473
O 1.335 -1.261 1.017
O 2.566 2.239 -0.464
H -4.393 -0.590 1.333
*
```

Values from the calculation:
- energy relative to the best compared isomer or geometry (same formula, charge and spin) (kJ/mol) = 0.00
- frontier orbital gap (eV) = 7.44



Entry 4:
DFT (wB97M-V/def2-TZVPD) results for a 2-piece molecular cluster, C4HNO3 overall at a distorted geometry.

ORCA input file:
```
! RIJCOSX wB97M-V def2-TZVPD def2/J DEFGRID3
* xyz 0 1
O -0.117 -3.054 -1.234
C 0.406 -2.157 -0.775
C 0.925 -1.081 -0.299
C 1.457 -0.221 0.490
O 1.842 0.658 1.151
N -1.048 1.338 0.848
C -1.000 1.391 -0.329
O -0.953 1.293 -1.469
H -1.510 1.832 1.616
*
```

Values from the calculation:
- energy relative to the best compared isomer or geometry (same formula, charge and spin) (kJ/mol) = 47.15
- SMILES = O=C=C=C=O.N=C=O
- frontier orbital gap (eV) = 10.66



Entry 5:
DFT (wB97M-V/def2-TZVPD) results for a 2-piece molecular cluster, C4HO2 overall at a distorted geometry.

ORCA input file:
```
! RIJCOSX wB97M-V def2-TZVPD def2/J DEFGRID3
* xyz 1 1
O 0.674 -0.030 -1.923
C 0.258 -0.026 -2.972
O 2.209 -0.132 0.837
C 1.091 -0.052 0.909
C -0.245 0.075 0.995
C -1.458 0.156 1.012
H -2.528 0.009 1.142
*
```

Values from the calculation:
- energy relative to the best compared isomer or geometry (same formula, charge and spin) (kJ/mol) = 0.00
- frontier orbital gap (eV) = 9.49



Entry 6:
DFT (wB97M-V/def2-TZVPD) results for C4I2 in the gas phase at a distorted geometry.

ORCA input file:
```
! RIJCOSX wB97M-V def2-TZVPD def2/J DEFGRID3
* xyz 0 1
I -4.096 0.121 -0.452
C -1.842 -0.105 -0.668
C -0.702 -0.055 -0.232
C 0.666 -0.089 0.238
C 1.872 0.095 0.384
I 4.102 0.033 0.730
*
```

Values from the calculation:
- energy relative to the best compared isomer or geometry (same formula, charge and spin) (kJ/mol) = 28.99
- SMILES = IC#CC#CI
- frontier orbital gap (eV) = 8.10



Entry 7:
DFT (wB97M-V/def2-TZVPD) results for C4N2O in the gas phase at a distorted geometry.

ORCA input file:
```
! RIJCOSX wB97M-V def2-TZVPD def2/J DEFGRID3
* xyz 0 1
N 0.848 2.376 -0.109
C 0.580 1.259 -0.030
C 0.107 -0.084 -0.095
C -1.108 -0.093 -0.341
O -2.291 0.031 -0.643
C 0.752 -1.256 0.389
N 1.112 -2.234 0.829
*
```

Values from the calculation:
- SMILES = N#CC(=C=O)C#N
- frontier orbital gap (eV) = 9.74



Entry 8:
DFT (wB97M-V/def2-TZVPD) results for a 6-piece molecular cluster, C50H101BNO13PSi overall at a distorted geometry.

ORCA input file:
```
! RIJCOSX wB97M-V def2-TZVPD def2/J DEFGRID3
* xyz 0 1
C 2.747 0.323 0.888
C 1.767 0.275 1.560
C 0.485 0.299 2.235
C -0.596 1.069 1.458
C -0.131 2.405 0.865
C -0.128 2.524 -0.670
C -1.591 2.626 -1.144
N -1.734 2.681 -2.606
C -1.858 4.059 -3.124
C -0.590 4.635 -3.805
C 0.439 3.626 -4.317
C 0.461 3.420 -5.854
C -0.048 2.035 -6.286
C 0.671 1.475 -7.539
C -0.300 0.978 -8.627
C 0.074 -0.399 -9.209
Si -0.411 -1.835 -8.091
C 0.196 -1.675 -6.318
C -2.298 -1.943 -8.091
C 0.209 -3.492 -8.768
C 1.004 -4.351 -8.009
C 1.411 -5.575 -8.537
C 1.024 -5.918 -9.821
C 0.240 -5.076 -10.598
C -0.164 -3.855 -10.067
P -3.055 1.725 -3.246
C -2.478 0.070 -3.810
C -3.704 -0.615 -4.448
C -4.402 1.485 -1.990
C -5.785 1.901 -2.560
O 0.637 3.651 -1.128
C 0.389 4.874 -0.480
C 1.410 5.243 0.498
C 2.144 5.520 1.410
B 0.556 1.264 -1.416
O -0.107 0.108 -1.708
O 1.868 1.341 -1.833
H 3.682 0.378 0.394
H 0.628 0.854 3.165
H 0.140 -0.686 2.537
H -1.357 1.293 2.204
H -1.081 0.407 0.743
H -0.800 3.169 1.266
H 0.860 2.693 1.212
H -2.096 1.760 -0.717
H -2.057 3.491 -0.661
H -2.172 4.764 -2.350
H -2.660 4.065 -3.853
H -0.940 5.205 -4.665
H -0.129 5.374 -3.158
H 1.419 4.021 -4.054
H 0.371 2.656 -3.838
H 1.499 3.495 -6.174
H -0.096 4.206 -6.360
H -1.121 2.118 -6.461
H 0.061 1.308 -5.483
H 1.334 2.239 -7.932
H 1.318 0.664 -7.212
H -1.323 0.971 -8.255
H -0.279 1.712 -9.432
H 1.129 -0.405 -9.478
H -0.499 -0.518 -10.132
H 1.253 -1.435 -6.226
H -0.386 -0.963 -5.739
H 0.053 -2.640 -5.830
H -2.567 -2.668 -7.323
H -2.614 -2.383 -9.035
H -2.783 -0.988 -7.912
H 1.293 -4.056 -7.012
H 2.008 -6.223 -7.913
H 1.326 -6.870 -10.239
H -0.078 -5.341 -11.596
H -0.774 -3.163 -10.633
H -1.775 0.273 -4.608
H -2.029 -0.571 -3.055
H -4.244 -1.232 -3.737
H -3.428 -1.167 -5.339
H -4.389 0.169 -4.781
H -4.411 0.428 -1.716
H -4.205 2.016 -1.063
H -6.369 1.010 -2.762
H -6.285 2.518 -1.822
H -5.624 2.461 -3.474
H -0.599 4.942 -0.029
H 0.433 5.648 -1.247
H 2.688 5.824 2.267
H -0.994 0.073 -1.339
H 1.879 1.106 -2.770
C 2.585 0.004 6.082
O 1.220 -0.384 6.034
C 1.055 -1.769 5.766
C 0.689 -2.537 7.016
O 1.766 -2.574 7.939
C 1.599 -1.673 9.020
H 2.631 1.032 6.441
H 3.163 -0.629 6.759
H 3.019 -0.037 5.077
H 1.955 -2.187 5.308
H 0.235 -1.859 5.044
H 0.467 -3.574 6.739
H -0.207 -2.114 7.481
H 0.798 -2.015 9.684
H 1.376 -0.662 8.671
H 2.532 -1.653 9.581
C -6.273 -1.000 7.697
O -5.242 -1.339 8.606
C -4.856 -2.702 8.533
C -3.551 -2.871 7.787
O -3.692 -2.555 6.409
C -3.167 -1.281 6.085
H -6.391 0.082 7.720
H -6.027 -1.306 6.677
H -7.219 -1.462 8.000
H -5.640 -3.305 8.066
H -4.722 -3.057 9.560
H -3.243 -3.920 7.847
H -2.768 -2.261 8.247
H -2.072 -1.296 6.139
H -3.556 -0.503 6.747
H -3.457 -1.044 5.062
C -0.459 -6.903 9.247
O 0.668 -6.775 8.401
C 1.543 -5.722 8.791
C 2.770 -6.253 9.494
O 2.449 -6.819 10.757
C 2.426 -8.234 10.744
H -0.982 -7.816 8.966
H -0.168 -6.973 10.298
H -1.140 -6.055 9.112
H 1.022 -4.999 9.425
H 1.855 -5.206 7.881
H 3.456 -5.420 9.679
H 3.285 -6.982 8.862
H 3.441 -8.634 10.638
H 1.798 -8.620 9.937
H 2.019 -8.567 11.698
C -1.979 5.385 5.375
O -1.550 4.317 4.551
C -0.183 4.418 4.173
C 0.690 3.469 4.956
O 0.767 3.824 6.330
C -0.051 3.001 7.143
H -2.979 5.144 5.734
H -1.319 5.519 6.236
H -2.027 6.317 4.802
H 0.168 5.448 4.282
H -0.104 4.150 3.115
H 1.708 3.514 4.554
H 0.327 2.442 4.840
H 0.370 1.990 7.195
H -1.075 2.952 6.763
H -0.071 3.424 8.146
C 4.922 0.930 -8.830
O 4.301 1.203 -7.586
C 5.069 0.769 -6.473
C 5.763 1.926 -5.792
O 6.774 2.487 -6.616
C 6.381 3.700 -7.232
H 4.342 1.429 -9.605
H 5.947 1.307 -8.859
H 4.921 -0.147 -9.031
H 5.796 0.010 -6.775
H 4.375 0.309 -5.761
H 6.253 1.559 -4.884
H 5.034 2.688 -5.499
H 6.310 4.502 -6.489
H 5.423 3.598 -7.749
H 7.147 3.965 -7.958
*
```

Values from the calculation:
- SMILES = C#CCCC[C@@](CN(CCCCCCCC[Si](C)(C)c1ccccc1)P(CC)CC)(OCC#C)B(O)O.COCCOC.COCCOC.COCCOC.COCCOC.COCCOC
- frontier orbital gap (eV) = 8.22



Number 5 is which compound? C4HO2